(1)
Here is a 2-piece molecular cluster, C3H9OS overall from the OMol25 dataset. Energies are from the ωB97M-V functional and the def2-TZVPD basis.

Cartesian coordinates (Å):
1 C -0.78103 0.02970 1.01212
2 O -0.99651 0.90609 0.00335
3 C -1.98625 -0.91921 1.23103
4 H -0.54411 0.52179 1.98654
5 H 0.10020 -0.64650 0.83085
6 H -1.82619 -1.64246 2.04290
7 H -2.15937 -1.50504 0.32555
8 H -2.85639 -0.29416 1.44194
9 C 1.43415 0.89638 -1.48131
10 S 2.44288 -0.52766 -0.95787
11 H 0.54959 1.00342 -0.75256
12 H 2.05327 1.79431 -1.49622
13 H 1.04167 0.69337 -2.47584
14 H 3.52808 -0.31004 -1.71045

## Properties
- maximum force (Eh/bohr) = 0.014
- net charge = -1
- LUMO energy (eV) = 3.5
- energy above the lowest of the compared OMol25 structures with the same formula, charge and spin (kcal per mole) = 44.1
- 2S+1 = 1
- E_tot (Eh) = -593.10267
- HOMO energy (Eh) = -0.09748

=====

(2)
Here is an isolated ion of composition C3H9OSi and charge +1 from the OMol25 dataset. Energies are from the ωB97M-V functional and the def2-TZVPD basis.

Cartesian coordinates (Å):
1 C 2.06277 1.10931 0.51096
2 C -0.08672 -1.89830 -0.27272
3 C -1.44258 1.35426 0.48044
4 O 1.34403 0.36543 -0.21130
5 Si -0.45985 0.24703 -0.63579
6 H 3.16208 0.97884 0.64996
7 H 1.45589 1.90186 0.96162
8 H -0.00302 -2.03435 0.81229
9 H -1.03243 -2.39095 -0.55132
10 H 0.72695 -2.43388 -0.91743
11 H -2.20914 0.84669 1.14742
12 H -0.84604 1.96334 1.19887
13 H -2.12179 1.97441 -0.12399
14 H -0.00108 0.75501 -1.97880

## Properties
- maximum force (Eh/bohr) = 0.074
- net charge = +1
- LUMO energy (eV) = -5.6
- energy above the lowest of the compared OMol25 structures with the same formula, charge and spin (kcal per mole) = 15.2
- 2S+1 = 1
- E_tot (Eh) = -484.10809
- HOMO energy (Eh) = -0.54597

=====

(3)
Here is one molecule with the formula C3H9PS from the OMol25 dataset. Energies are from the ωB97M-V functional and the def2-TZVPD basis.

Cartesian coordinates (Å):
1 C 1.41426 0.27705 1.59250
2 C 0.14861 -0.16892 0.76748
3 P 0.29331 0.12382 -1.02801
4 C -1.32916 -0.98140 -1.31892
5 S -0.74908 2.05121 -1.25017
6 H 2.26821 0.13798 0.97421
7 H 1.39100 1.35129 1.97158
8 H 1.36840 -0.46138 2.39747
9 H -0.71467 0.18286 1.29738
10 H 0.13517 -1.24097 0.66428
11 H -0.98716 -1.92854 -0.98095
12 H -1.52550 -1.15348 -2.27911
13 H -2.09035 -0.52138 -0.84349
14 H 0.37696 2.33187 -1.96426

## Properties
- maximum force (Eh/bohr) = 0.101
- SMILES string = CCP(C)S
- LUMO energy (eV) = 0.9
- energy above the lowest of the compared OMol25 structures with the same formula, charge and spin (kcal per mole) = 18.1
- 2S+1 = 1
- E_tot (Eh) = -859.20683
- HOMO energy (Eh) = -0.33630

=====

(4)
Here is a 2-piece molecular cluster, C3H9S overall from the OMol25 dataset. Energies are from the ωB97M-V functional and the def2-TZVPD basis.

Cartesian coordinates (Å):
1 C -1.23607 1.01405 0.79956
2 C -1.53988 -0.36595 0.31079
3 H -0.88734 1.55805 -0.12346
4 H -2.14003 1.54774 1.34421
5 H -0.36346 1.02157 1.45384
6 H -2.22415 -0.42009 -0.56695
7 H -1.99677 -1.05040 1.07764
8 H -0.60979 -0.94850 0.05891
9 C 2.15251 -0.54787 -0.94532
10 S 3.50049 -0.61010 0.24783
11 H 1.38421 0.22633 -0.56171
12 H 1.48438 -1.37193 -1.23271
13 H 2.47591 -0.05289 -1.86263

## Properties
- maximum force (Eh/bohr) = 0.054
- LUMO energy (alpha / beta) (eV) = 1.0 / -1.9
- energy above the lowest of the compared OMol25 structures with the same formula, charge and spin (kcal per mole) = 10.6
- 2S+1 = 2
- ⟨S²⟩ = 0.753
- E_tot (Eh) = -517.80553
- HOMO energy (alpha / beta) (Eh) = -0.34521 / -0.33034

=====

(5)
Here is C3HAlO3 as an isolated structure from the OMol25 dataset. Energies are from the ωB97M-V functional and the def2-TZVPD basis.

Cartesian coordinates (Å):
1 C -0.49178 0.53777 0.17209
2 C -1.11700 -0.63914 0.42637
3 O -0.94727 1.77112 -0.09106
4 H -1.91068 1.78262 -0.08811
5 O 0.81026 0.36477 -0.22138
6 Al 2.72642 -1.13779 0.44555
7 O -0.07822 -1.64046 -0.17728
8 C 1.00826 -1.03889 -0.46619

## Properties
- maximum force (Eh/bohr) = 0.078
- net charge = +1
- LUMO energy (alpha / beta) (eV) = -6.0 / -8.0
- energy above the lowest of the compared OMol25 structures with the same formula, charge and spin (kcal per mole) = 59.6
- 2S+1 = 2
- ⟨S²⟩ = 0.763
- E_tot (Eh) = -582.58050
- HOMO energy (alpha / beta) (Eh) = -0.50588 / -0.50392

=====

(6)
Here is C3HBr2ClF4 as an isolated structure from the OMol25 dataset. Energies are from the ωB97M-V functional and the def2-TZVPD basis.

Cartesian coordinates (Å):
1 C -1.97641 -0.52529 0.43162
2 C 0.58670 -0.42817 -0.13728
3 C 1.22483 0.87548 -0.49689
4 F 0.64682 -1.21293 -1.21143
5 F 1.26681 1.91195 0.38170
6 F 0.52700 1.38714 -1.50710
7 F 2.51602 0.82586 -0.89252
8 Cl -1.72271 -1.98668 1.14855
9 Br -2.17252 0.93416 1.58208
10 Br 1.18159 -1.50482 1.31934
11 H -2.07814 -0.27670 -0.61807

## Properties
- maximum force (Eh/bohr) = 0.063
- LUMO energy (alpha / beta) (eV) = -0.9 / -1.4
- energy above the lowest of the compared OMol25 structures with the same formula, charge and spin (kcal per mole) = 53.7
- 2S+1 = 1
- E_tot (Eh) = -6122.46659
- HOMO energy (alpha / beta) (Eh) = -0.34756 / -0.31941

=====

(7)
Here is C3HBrI2O as an isolated structure from the OMol25 dataset. Energies are from the ωB97M-V functional and the def2-TZVPD basis.

Cartesian coordinates (Å):
1 C -0.98490 -1.22363 -0.17973
2 C 0.23654 -0.94658 -0.52057
3 C 0.14372 1.58112 0.36490
4 O -2.08889 -1.39249 0.11102
5 Br -1.11426 1.67743 1.71060
6 I 0.61173 -0.60882 -2.56875
7 I 2.09162 1.99298 0.98908
8 H 1.10444 -1.07999 0.09345

## Properties
- maximum force (Eh/bohr) = 0.026
- LUMO energy (alpha / beta) (eV) = -1.2 / -1.2
- energy above the lowest of the compared OMol25 structures with the same formula, charge and spin (kcal per mole) = 64.8
- 2S+1 = 1
- E_tot (Eh) = -3359.39317
- HOMO energy (alpha / beta) (Eh) = -0.31403 / -0.31400

=====

(8)
Here is C3HBrI2O as an isolated structure from the OMol25 dataset. Energies are from the ωB97M-V functional and the def2-TZVPD basis.

Cartesian coordinates (Å):
1 C 0.86736 -1.04537 -2.15671
2 C 0.17609 -0.83145 -1.04168
3 C 2.53763 0.91139 -0.69029
4 O 1.55364 -1.26365 -3.08585
5 Br 1.95571 1.84113 0.85152
6 I 0.10882 -2.36509 0.46675
7 I 4.17490 -0.31234 -0.64686
8 H -0.56289 -0.08577 -0.88315

## Properties
- maximum force (Eh/bohr) = 0.043
- LUMO energy (alpha / beta) (eV) = -1.3 / -1.3
- energy above the lowest of the compared OMol25 structures with the same formula, charge and spin (kcal per mole) = 67.6
- 2S+1 = 1
- E_tot (Eh) = -3359.38864
- HOMO energy (alpha / beta) (Eh) = -0.31167 / -0.31169

=====

(9)
Here is C3HBrNO3 as an isolated structure from the OMol25 dataset. Energies are from the ωB97M-V functional and the def2-TZVPD basis.

Cartesian coordinates (Å):
1 C -0.92724 -0.12570 -0.67445
2 C -0.81545 -0.68984 0.45247
3 C 1.63204 1.24298 0.35221
4 N 1.85945 0.12259 -0.03396
5 O -0.73611 -1.47634 1.26312
6 O 1.93586 2.16526 1.01834
7 O 1.12907 -0.85070 -0.49054
8 Br -3.15126 0.19140 -0.17670
9 H -0.92637 -0.57965 -1.71050

## Properties
- maximum force (Eh/bohr) = 0.102
- net charge = -1
- LUMO energy (eV) = 3.2
- energy above the lowest of the compared OMol25 structures with the same formula, charge and spin (kcal per mole) = 102.2
- 2S+1 = 1
- E_tot (Eh) = -2969.28728
- HOMO energy (Eh) = -0.14873

=====

(10)
Here is C3HCdFO as an isolated structure from the OMol25 dataset. Energies are from the ωB97M-V functional and the def2-TZVPD basis.

Cartesian coordinates (Å):
1 O -2.98698 0.22345 0.42826
2 C -1.81774 0.06365 0.02423
3 C -0.72478 0.57988 -0.63108
4 C -0.68058 -0.92934 -0.16904
5 H -0.78219 -1.83773 -0.78849
6 F 3.04108 0.05239 0.26087
7 Cd 1.26576 0.02442 -0.04977

## Properties
- maximum force (Eh/bohr) = 0.100
- net charge = -1
- LUMO energy (alpha / beta) (eV) = 4.0 / 3.9
- 2S+1 = 2
- ⟨S²⟩ = 0.756
- E_tot (Eh) = -457.61599
- HOMO energy (alpha / beta) (Eh) = -0.08015 / -0.10873

=====

(11)
Here is a 2-piece molecular cluster, C3HCl2FO2 overall from the OMol25 dataset. Energies are from the ωB97M-V functional and the def2-TZVPD basis.

Cartesian coordinates (Å):
1 O 2.62475 -1.35265 -1.00600
2 C 2.95793 -0.35941 -0.47953
3 Cl 3.07664 1.17418 -1.11451
4 Cl 3.46537 -0.44296 1.21858
5 O 0.36078 2.27409 2.30635
6 C 0.19072 1.36044 1.56871
7 C -0.10810 0.47288 0.71985
8 F -1.01943 -0.45169 0.88250
9 H 0.67521 0.36700 -0.09371

## Properties
- maximum force (Eh/bohr) = 0.118
- SMILES string = O=C(Cl)Cl.O=C=CF
- LUMO energy (eV) = -0.1
- energy above the lowest of the compared OMol25 structures with the same formula, charge and spin (kcal per mole) = 11.4
- 2S+1 = 1
- E_tot (Eh) = -1285.56641
- HOMO energy (Eh) = -0.35032

=====

(12)
Here is one molecule with the formula C3HCl2NO4S2 from the OMol25 dataset. Energies are from the ωB97M-V functional and the def2-TZVPD basis.

Cartesian coordinates (Å):
1 N 3.06086 0.07846 -1.51909
2 C 2.03015 -0.16511 -1.10417
3 C 0.80798 -0.63809 -0.68574
4 C -0.10816 -0.19634 0.13387
5 S -1.25988 -1.35828 0.81717
6 O -0.55230 -2.60416 0.95429
7 O -2.61615 -1.37527 0.42453
8 Cl -1.12472 -0.32403 2.56010
9 S 0.29559 -2.48686 -1.27954
10 O -1.11237 -2.42092 -1.57925
11 O 0.99025 -3.57609 -0.68097
12 Cl 1.05349 -2.28834 -3.17492
13 H 0.01172 0.78741 0.55615

## Properties
- maximum force (Eh/bohr) = 0.078
- SMILES string = N#C/C(=C/S(=O)(=O)Cl)S(=O)(=O)Cl
- LUMO energy (eV) = -1.8
- 2S+1 = 1
- E_tot (Eh) = -2187.24792
- HOMO energy (Eh) = -0.42972

=====

(13)
Here is C3HCl2NS as an isolated structure from the OMol25 dataset. Energies are from the ωB97M-V functional and the def2-TZVPD basis.

Cartesian coordinates (Å):
1 C -0.89692 1.43449 -0.73576
2 C 1.40430 1.21007 -0.30845
3 C 0.26555 0.60687 -0.72113
4 N -1.80948 2.13605 -0.67225
5 S 2.90214 0.33981 0.10473
6 Cl 1.57272 2.75912 0.50929
7 Cl 2.87430 -1.65608 -0.41807
8 H 0.26021 -0.32258 -1.06398

## Properties
- maximum force (Eh/bohr) = 0.112
- LUMO energy (eV) = -0.9
- energy above the lowest of the compared OMol25 structures with the same formula, charge and spin (kcal per mole) = 3.8
- 2S+1 = 1
- E_tot (Eh) = -1488.18907
- HOMO energy (Eh) = -0.35202

=====

(14)
Here is a 2-piece molecular cluster, C3HCl3F2 overall from the OMol25 dataset. Energies are from the ωB97M-V functional and the def2-TZVPD basis.

Cartesian coordinates (Å):
1 C 0.66745 1.06149 -0.81986
2 C 1.46865 0.19212 -0.21617
3 C -1.74136 -1.16886 1.36146
4 F 0.41868 1.03971 -2.13128
5 F 2.11564 -0.78730 -0.84225
6 Cl 1.76026 0.24746 1.46858
7 Cl -2.20566 -2.58265 0.60591
8 Cl -2.63273 0.15976 0.85640
9 H 0.14907 1.83828 -0.28279

## Properties
- maximum force (Eh/bohr) = 0.024
- LUMO energy (eV) = -1.0
- energy above the lowest of the compared OMol25 structures with the same formula, charge and spin (kcal per mole) = 73.8
- 2S+1 = 1
- E_tot (Eh) = -1695.07514
- HOMO energy (Eh) = -0.35064

=====

(15)
Here is a 2-piece molecular cluster, C3HCl3F2 overall from the OMol25 dataset. Energies are from the ωB97M-V functional and the def2-TZVPD basis.

Cartesian coordinates (Å):
1 C -0.65542 -0.29365 1.11572
2 C -0.33909 -0.92470 0.00745
3 C 0.84667 -0.49610 0.95176
4 F -1.52095 0.10857 2.02154
5 F -0.66739 -1.44442 -1.12342
6 Cl -0.67598 1.40056 -3.06980
7 Cl 1.76985 -1.73245 1.79045
8 Cl 2.02127 0.89522 0.58846
9 H -0.77896 2.48697 -2.28215

## Properties
- maximum force (Eh/bohr) = 0.126
- LUMO energy (alpha / beta) (eV) = 0.3 / -4.7
- energy above the lowest of the compared OMol25 structures with the same formula, charge and spin (kcal per mole) = 109.2
- 2S+1 = 3
- ⟨S²⟩ = 2.006
- E_tot (Eh) = -1694.88432
- HOMO energy (alpha / beta) (Eh) = -0.19772 / -0.39018

=====

(16)
Here is C3HCl3O as an isolated structure from the OMol25 dataset. Energies are from the ωB97M-V functional and the def2-TZVPD basis.

Cartesian coordinates (Å):
1 C -0.87728 0.40610 1.42683
2 C 0.57198 0.57716 -1.80532
3 C -0.07222 -0.32656 0.35031
4 O 0.76212 0.41431 -0.45718
5 Cl -1.07173 -0.35129 2.86081
6 Cl 1.89130 1.41007 -2.32755
7 Cl -1.65995 -0.82256 -0.46623
8 H 0.45580 -1.30722 0.41833

## Properties
- maximum force (Eh/bohr) = 0.059
- LUMO energy (eV) = -1.0
- energy above the lowest of the compared OMol25 structures with the same formula, charge and spin (kcal per mole) = 134.8
- 2S+1 = 1
- E_tot (Eh) = -1570.50414
- HOMO energy (Eh) = -0.34199

=====

(17)
Here is one molecule with the formula C3HCl4F from the OMol25 dataset. Energies are from the ωB97M-V functional and the def2-TZVPD basis.

Cartesian coordinates (Å):
1 F 1.11223 -1.46257 0.38518
2 C 1.18389 -0.18822 -0.05396
3 Cl 2.00577 -0.08043 -1.52767
4 Cl 2.11627 0.75376 1.22247
5 C -0.26968 0.34787 -0.19541
6 C -1.46799 -0.08406 0.07436
7 Cl -2.84280 0.82131 -0.34650
8 Cl -1.82613 -1.45952 1.03813
9 H -0.01158 1.35185 -0.59660

## Properties
- maximum force (Eh/bohr) = 0.090
- SMILES string = FC(Cl)(Cl)C=C(Cl)Cl
- LUMO energy (eV) = 0.4
- energy above the lowest of the compared OMol25 structures with the same formula, charge and spin (kcal per mole) = 0.0
- 2S+1 = 1
- E_tot (Eh) = -2055.50788
- HOMO energy (Eh) = -0.37281

=====

(18)
Here is one molecule with the formula C3HClF2 from the OMol25 dataset. Energies are from the ωB97M-V functional and the def2-TZVPD basis.

Cartesian coordinates (Å):
1 C 0.58540 -0.06994 -0.03972
2 C 1.58196 0.78393 0.42579
3 C 0.81936 -1.39000 -0.05782
4 F -0.13494 -2.31329 0.03032
5 F 1.99411 -1.98336 0.05030
6 Cl 3.14939 0.61442 -0.08134
7 H -0.43882 0.26722 -0.02951

## Properties
- maximum force (Eh/bohr) = 0.039
- LUMO energy (alpha / beta) (eV) = -0.8 / -0.8
- energy above the lowest of the compared OMol25 structures with the same formula, charge and spin (kcal per mole) = 40.5
- 2S+1 = 1
- E_tot (Eh) = -774.69906
- HOMO energy (alpha / beta) (Eh) = -0.31046 / -0.31050

=====

(19)
Here is C3HClF2O as an isolated structure from the OMol25 dataset. Energies are from the ωB97M-V functional and the def2-TZVPD basis.

Cartesian coordinates (Å):
1 C -0.12695 -0.69229 0.17316
2 C 0.62591 0.45731 0.43955
3 C 0.12859 1.48821 -0.31981
4 H -1.23415 1.47331 -0.46983
5 O 0.80913 2.52373 -0.85021
6 F 0.14947 -1.81752 0.83959
7 F 1.71164 0.45158 1.13255
8 Cl -1.51495 -0.99348 -0.71971

## Properties
- maximum force (Eh/bohr) = 0.205
- LUMO energy (eV) = -1.0
- energy above the lowest of the compared OMol25 structures with the same formula, charge and spin (kcal per mole) = 47.1
- 2S+1 = 1
- E_tot (Eh) = -849.94979
- HOMO energy (Eh) = -0.37260

=====

(20)
Here is one molecule with the formula C3HClFNO from the OMol25 dataset. Energies are from the ωB97M-V functional and the def2-TZVPD basis.

Cartesian coordinates (Å):
1 F -0.53534 1.99086 0.01161
2 C -0.59028 0.67258 -0.00247
3 O -1.80677 0.19043 0.00023
4 N -1.69776 -1.22764 -0.02488
5 C -0.43098 -1.49570 0.01103
6 C 0.37631 -0.28838 -0.00322
7 Cl 2.06768 -0.09659 -0.00550
8 H -0.12438 -2.53673 0.12924

## Properties
- maximum force (Eh/bohr) = 0.023
- SMILES string = Fc1oncc1Cl
- LUMO energy (eV) = 0.7
- energy above the lowest of the compared OMol25 structures with the same formula, charge and spin (kcal per mole) = 25.3
- 2S+1 = 1
- E_tot (Eh) = -804.90563
- HOMO energy (Eh) = -0.36075